Density functional theory data (ωB97M-V/def2-TZVPD) for a gas-phase ion, C8H13IN3 (charge +1).

XYZ file:
```
25
Properties=species:S:1:pos:R:3
H -4.19735 1.73018 0.89169
H 2.37631 -1.48609 -1.38776
C 0.88634 0.05139 -1.35379
C 3.25173 0.28003 0.66601
H -4.72309 -0.70380 0.52693
H 3.36571 0.67943 1.67412
C -1.19635 0.49565 -0.15394
H 0.26112 -0.27936 -2.18203
C -2.15652 1.46139 0.29646
C -3.74121 -0.29140 0.34693
H 0.59783 1.20526 0.35118
H 4.22657 -0.08115 0.34674
N -2.79383 -1.09588 -0.08863
H -3.00760 -2.07258 -0.25430
H 1.42000 -0.61351 1.39031
I -1.62188 3.42555 0.54084
H 0.89571 -1.96524 -0.60057
H 1.62718 0.71882 -1.79414
H 2.66997 -1.76108 1.02399
C 1.59883 -1.13706 -0.70536
N 0.07679 0.88734 -0.45822
H 2.94849 1.11697 0.03454
N -1.53801 -0.76937 -0.32789
C -3.43368 1.04655 0.55314
C 2.20693 -0.84204 0.66374
```

Results
Charge: +1
Orbital gap, Ha: 0.2983
Energy above the lowest of the compared OMol25 structures with the same formula, charge and spin, kcal/mol: 5.2
SMILES: CCCCNc1n[nH+]ccc1I
2S+1: 1
E_tot, eV: -21070.60512

Mulliken population analysis, charges in e, atoms 1 to 2: H 0.40; H 0.41

---

Density functional theory data (ωB97M-V/def2-TZVPD) for 2 unconnected molecules or ions with the total composition C8H13IO.

XYZ file:
```
23
Properties=species:S:1:pos:R:3
H -1.97906 -2.13132 -0.59937
H 0.42162 -1.10739 -2.04007
H -1.22576 2.11569 -0.12270
C -1.58952 1.37297 0.65042
O -1.69953 0.03861 0.36054
C 2.31645 0.82829 -0.17609
H 0.96014 2.07269 -1.07293
H -0.90059 1.42831 1.37864
H -1.27301 -0.52449 -2.18328
H -1.18099 -2.42150 0.87964
C 0.70192 -0.62882 1.97149
I 4.06725 -0.08134 0.32912
H -2.60358 1.74556 0.91686
H -0.49210 -2.83028 -0.70339
H -0.02178 0.64659 -1.65497
C -1.05885 -2.14868 -0.09868
H -0.03020 -1.16748 2.58797
C 1.94039 1.85137 -0.90027
C -0.62179 -0.67315 -0.18786
C 0.55340 -0.41679 0.70667
H 2.63269 2.68310 -1.06627
C -0.36758 -0.42268 -1.62482
H 1.45047 -0.22926 2.64936
```

Results
Charge: 0
Orbital gap, Ha: 0.3198
Energy above the lowest of the compared OMol25 structures with the same formula, charge and spin, kcal/mol: 113.7
2S+1: 1
E_tot, eV: -18648.98185

Mulliken population analysis, charges in e, atoms 1 to 2: H 0.49; H 0.34

---

Density functional theory data (ωB97M-V/def2-TZVPD) for 2 unconnected molecules or ions with the total composition C8H13N.

XYZ file:
```
22
Properties=species:S:1:pos:R:3
H -3.54647 0.50209 0.85926
H -2.78859 1.90163 1.24181
C 1.89276 -1.48511 1.25333
C -1.82082 0.80933 -0.18446
N -3.03098 1.28595 0.47229
C 1.65605 -1.30266 -0.03505
H 1.67101 -0.66812 1.96418
H -0.26562 -1.07757 -1.91823
C -0.68124 -0.38782 1.82983
C -0.96900 0.07816 0.75306
H 1.25211 -0.66665 -2.71912
C 1.52805 1.15323 -0.27752
H 1.27938 2.02828 -0.85231
H 2.17893 -2.43810 1.66212
H -0.45223 -0.96025 2.68479
H -2.12245 0.16104 -1.01103
C 0.50378 -0.31038 -2.00509
H 1.75078 -2.14079 -0.71501
C 1.14705 -0.07316 -0.66536
H -1.28489 1.67033 -0.58880
H 2.03723 1.32046 0.65608
H 0.06515 0.60012 -2.40476
```

Results
Charge: 0
Orbital gap, Ha: 0.3496
Energy above the lowest of the compared OMol25 structures with the same formula, charge and spin, kcal/mol: 91.3
SMILES: C=CC(=C)C.C#CCN
2S+1: 1
E_tot, eV: -9992.88377

Mulliken population analysis, charges in e, atoms 1 to 2: H 0.26; H 0.27

---

Density functional theory data (ωB97M-V/def2-TZVPD) for C8H13N in the gas phase.

XYZ file:
```
22
Properties=species:S:1:pos:R:3
H -3.10597 -0.27683 0.34230
C -2.30500 -1.00147 0.40903
C -1.31514 -0.56183 -0.62409
C -0.51460 2.15862 0.00069
C 2.32771 -0.63119 0.64712
H -0.33948 0.78882 -1.45762
H -1.91382 -0.79866 1.41330
C -0.91873 0.86123 -0.56964
H 2.72746 -0.56917 -1.53856
H 0.01932 2.87500 -0.57801
H -1.84805 -0.60041 -1.57307
H 2.63435 -0.02291 1.50937
N 0.03570 -1.29514 -0.55513
C 0.11942 0.87570 0.57254
C 2.31526 0.03172 -0.72141
H 2.65169 -1.62126 0.92114
H -1.14621 2.61023 0.73223
H 2.61671 1.08379 -0.70137
H -0.29337 0.63558 1.51903
H -0.10611 -2.19859 -0.06001
H -2.63336 -2.08017 0.29570
C 0.99223 -0.26306 0.01645
```

Results
Charge: 0
Orbital gap, Ha: 0.3506
Energy above the lowest of the compared OMol25 structures with the same formula, charge and spin, kcal/mol: 113.3
SMILES: C[C@@H]1NC2(CC2)[C@H]2C[C@H]12
2S+1: 1
E_tot, eV: -9991.92869

Mulliken population analysis, charges in e, atoms 1 to 2: H 0.37; C -1.40

---

Density functional theory data (ωB97M-V/def2-TZVPD) for 2 unconnected molecules or ions with the total composition C8H13N.

XYZ file:
```
22
Properties=species:S:1:pos:R:3
N -0.98460 3.08986 -0.76894
H -2.45354 1.72637 0.27019
H 2.16512 0.10547 1.49442
H 1.69195 -0.02861 -0.98167
C 0.31650 -0.80759 0.33924
C -0.23583 2.17495 0.07743
H -1.26288 -1.75870 1.71990
C 0.57287 -0.10948 -0.91102
C -1.48477 2.16963 0.16527
H 0.88493 -0.71924 2.41319
C -1.07774 -1.32742 0.64843
H 2.53211 -1.86966 0.07507
H -1.32300 0.04540 -1.81372
C -0.29692 0.09308 -1.86494
H 0.79509 2.05332 0.28663
H 1.29514 -2.84844 0.87166
H 0.04714 0.63198 -2.82274
C 1.52858 -1.86957 0.48629
H -1.84008 -0.59099 0.49184
H -0.94282 2.74624 -1.68392
H -1.28834 -2.19092 0.06334
C 1.36107 -0.71570 1.44406
```

Results
Charge: 0
Expectation value of S²: 2.0076
Orbital gap (spin up / spin down), Ha: 0.2180 / 0.2996
Energy above the lowest of the compared OMol25 structures with the same formula, charge and spin, kcal/mol: 83.7
2S+1: 3
E_tot, eV: -9987.13684

Mulliken population analysis, charges in e, atoms 1 to 2: N -0.47; H 0.38

---

Density functional theory data (ωB97M-V/def2-TZVPD) for a molecular structure, C8H13N2O5SZn.

XYZ file:
```
30
Properties=species:S:1:pos:R:3
C -1.84062 -0.78081 3.39338
H -1.27596 -0.33949 4.22120
C 1.97903 -0.21790 -2.74449
C 0.82965 0.33649 -3.56578
O 1.63009 -2.22153 0.43875
H 0.83679 -1.42612 2.84931
H -2.25651 -1.73721 3.72006
S -0.92039 2.37479 -0.51554
H 1.77654 2.01638 -0.29136
H 1.18701 0.99354 -4.36066
C -2.96028 0.15438 2.99909
Zn -1.26979 0.46011 0.64706
H 3.33089 0.51217 -1.22233
C 0.61584 -1.62313 0.70917
C 0.07241 -1.74857 2.14095
O -1.08383 -0.90302 2.21977
H -4.55560 0.93267 3.61894
H -0.20662 -2.78299 2.34054
N 1.55885 1.59451 -1.17908
O -0.06640 -0.86636 -0.09511
H 3.11472 1.62482 -2.58222
N -0.07643 1.09098 -2.68735
H 2.72514 -0.65035 -3.40871
C 0.29372 1.60806 -1.54063
H 0.24876 -0.46354 -4.02025
H 1.62195 -0.99462 -2.06853
O -2.99137 0.70940 1.91060
H -1.05703 1.13248 -2.91156
C 2.61023 0.90264 -1.93731
O -3.87077 0.31220 3.92210
```

Results
Charge: +1
Orbital gap, Ha: 0.3670
Energy above the lowest of the compared OMol25 structures with the same formula, charge and spin, kcal/mol: 4.4
2S+1: 1
E_tot, eV: -80974.60072

Mulliken population analysis, charges in e, atoms 1 to 2: C -0.43; H 0.36

---

Density functional theory data (ωB97M-V/def2-TZVPD) for 2 unconnected molecules or ions with the total composition C8H13N2OP.

XYZ file:
```
25
Properties=species:S:1:pos:R:3
C -3.02829 0.94155 1.28320
H 3.25452 -1.34560 0.67883
H 4.04491 0.21211 0.93941
C -2.12353 0.29972 2.08549
H -0.22541 -1.69607 -2.36922
H -0.71836 -1.30415 2.17332
H -2.01802 -0.32442 -1.68244
N -0.01160 -2.11510 -1.43262
H 0.72042 1.77028 -1.26339
H -3.81353 1.16829 -0.66999
H 3.85378 -0.60174 -0.84253
H 2.37049 2.31448 -0.97217
C 3.39723 -0.44920 0.16803
P 1.71772 0.25002 0.10120
C -1.12125 -0.50608 1.56776
C 1.82180 1.50911 -1.32442
H 1.87019 1.24614 -2.36682
H -2.27897 0.47773 3.17507
C -1.99290 -0.02268 -0.64783
H 0.71791 -2.67639 -1.57238
C -1.10205 -0.73202 0.17972
N -0.08411 -1.61778 -0.20059
H -3.71622 1.64442 1.68800
C -3.06843 0.69308 -0.11776
O 1.53369 0.86428 1.42212
```

Results
Charge: 0
Orbital gap (spin up / spin down), Ha: 0.2568 / 0.2584
Energy above the lowest of the compared OMol25 structures with the same formula, charge and spin, kcal/mol: 107.1
2S+1: 1
E_tot, eV: -22819.69932

Mulliken population analysis, charges in e, atoms 1 to 2: C -0.35; H 0.32

---

Density functional theory data (ωB97M-V/def2-TZVPD) for C8H13N3O in the gas phase.

XYZ file:
```
25
Properties=species:S:1:pos:R:3
H 1.04441 -2.35108 -0.06033
H -2.80275 2.28426 0.58361
C -1.06184 -0.61450 -1.43054
H -4.78662 -0.24349 0.13246
H 2.59191 2.59374 -0.28492
C -2.70866 0.25994 0.09762
H -1.36129 1.79667 -0.43541
H 4.29394 -1.08612 0.07450
N 0.85784 0.84519 -0.79658
C 0.28276 -0.40016 -0.80795
H -4.19947 0.51926 1.61831
C 3.44175 -1.11309 0.76154
C -2.26462 1.50831 0.07012
H -1.04332 -1.53495 -2.02350
C 2.02858 0.69339 -0.23655
C 1.14087 -1.30227 -0.24794
H 3.26461 -2.14382 1.06790
N 2.26121 -0.59654 0.12813
H -3.78291 -1.16857 1.24529
N 2.98063 1.68111 -0.09705
O -2.13217 -0.81601 -0.52009
C -3.94814 -0.17853 0.82541
H 3.49409 1.65237 0.77313
H -1.27940 0.23731 -2.08519
H 3.68860 -0.52243 1.64802
```

Results
Charge: 0
Orbital gap, Ha: 0.3161
Energy above the lowest of the compared OMol25 structures with the same formula, charge and spin, kcal/mol: 20.0
SMILES: C=C(C)OCc1cn(C)c(N)n1
2S+1: 1
E_tot, eV: -15024.16395

Mulliken population analysis, charges in e, atoms 1 to 2: H 0.42; H 0.29

---

Density functional theory data (ωB97M-V/def2-TZVPD) for 2 unconnected molecules or ions with the total composition C8H13N3O.

XYZ file:
```
25
Properties=species:S:1:pos:R:3
C 3.47504 -0.13509 -0.26561
C 1.04055 -0.62178 -0.35862
C -2.94516 -0.61485 0.98222
H -2.35729 -1.38751 1.48021
C 2.82778 1.05814 0.34204
C -1.19195 1.22072 0.69998
O 3.60097 -1.27606 0.50502
H 4.28902 0.01664 -0.96085
N 0.23442 -1.37866 -0.04325
H -1.02140 1.16160 1.77919
H -3.28311 -2.03329 -0.69562
H -3.30919 0.92993 -1.43753
H 2.45807 0.92349 1.36487
C 2.10463 0.28440 -0.74493
H -3.67424 -0.21497 1.69715
N -0.45890 2.03209 0.01404
H 2.00548 0.79622 -1.69767
H -1.98079 -0.20049 -1.76277
C -2.73110 0.09846 -1.02986
H -4.65589 -0.88745 -0.46859
N -2.17631 0.40159 0.27875
C -3.56585 -1.01953 -0.37048
H 2.94323 -1.94367 0.26991
H 3.15506 2.07734 0.09999
H -0.65469 1.96262 -0.98376
```

Results
Charge: 0
Orbital gap, Ha: 0.3431
Energy above the lowest of the compared OMol25 structures with the same formula, charge and spin, kcal/mol: 68.7
SMILES: N#C[C@H]1C[C@H]1O.[H]/N=C\N1CCC1
2S+1: 1
E_tot, eV: -15022.05076

Mulliken population analysis, charges in e, atoms 1 to 2: C -0.14; C -0.04